Computed, not measured: a structure of composition C30H53BCaN5Si at a distorted geometry, with ωB97M-V/def2-TZVPD.

```
! wB97M-V def2-TZVPD RIJCOSX def2/J DEFGRID3
* xyz -1 1
Ca -0.918 -0.314 0.327
B -3.293 -1.578 3.415
N -2.817 -0.116 3.229
C -3.124 0.797 4.159
C -2.638 2.026 3.752
C -2.034 1.753 2.529
N -2.154 0.460 2.233
N -2.822 -2.612 2.365
C -3.181 -3.895 2.498
C -2.676 -4.611 1.430
C -2.005 -3.651 0.680
N -2.103 -2.455 1.260
H -4.496 -1.568 3.388
H -2.880 -1.949 4.482
H -3.665 0.527 5.043
H -2.709 2.967 4.262
H -1.538 2.438 1.865
H -3.769 -4.222 3.332
H -2.778 -5.661 1.233
H -1.472 -3.788 -0.244
C 0.351 4.640 -0.415
C -0.416 3.851 -1.443
C -0.611 4.380 -2.719
C -1.334 3.641 -3.643
C -1.590 4.173 -5.031
C -1.822 2.388 -3.321
C -1.615 1.779 -2.055
C -0.909 2.607 -1.138
N -1.945 0.568 -1.599
C -2.701 -0.474 -2.260
C -3.346 -0.227 -3.643
C -1.758 -1.682 -2.429
C -3.853 -0.866 -1.309
H 0.161 5.708 -0.523
H 1.425 4.481 -0.534
H 0.082 4.337 0.597
H -0.206 5.352 -2.974
H -1.088 5.127 -5.183
H -2.658 4.315 -5.202
H -1.228 3.469 -5.781
H -2.380 1.891 -4.093
H -0.754 2.195 -0.148
H -2.588 -0.067 -4.408
H -4.030 0.620 -3.613
H -3.916 -1.116 -3.923
H -0.988 -1.439 -3.161
H -2.301 -2.566 -2.764
H -1.275 -1.887 -1.474
H -4.514 -0.010 -1.174
H -3.457 -1.151 -0.337
H -4.435 -1.693 -1.719
C 1.676 0.702 3.157
C 2.554 0.713 1.904
C 2.393 2.111 1.309
C 4.013 0.572 2.346
Si 1.856 -0.635 0.599
C 2.505 -2.417 1.230
C 3.988 -2.715 1.001
C 1.688 -3.516 0.547
C 2.220 -2.584 2.722
C 2.681 -0.301 -1.194
C 4.165 0.070 -1.216
C 2.492 -1.525 -2.089
C 1.909 0.827 -1.881
H 1.911 1.563 3.789
H 1.829 -0.191 3.753
H 0.621 0.754 2.886
H 2.623 2.871 2.060
H 1.370 2.264 0.973
H 3.061 2.269 0.468
H 4.291 1.401 3.001
H 4.682 0.582 1.491
H 4.175 -0.346 2.904
H 4.220 -2.772 -0.058
H 4.252 -3.678 1.448
H 4.619 -1.955 1.452
H 1.791 -3.500 -0.532
H 0.635 -3.401 0.799
H 2.017 -4.497 0.901
H 2.890 -1.981 3.327
H 2.366 -3.627 3.016
H 1.191 -2.309 2.949
H 4.776 -0.693 -0.742
H 4.336 1.018 -0.714
H 4.509 0.178 -2.248
H 3.134 -2.347 -1.784
H 2.745 -1.280 -3.124
H 1.454 -1.857 -2.065
H 1.943 1.753 -1.319
H 0.863 0.558 -2.012
H 2.329 1.025 -2.870
*
```

## Properties
**F_max**: 1.38 eV Å⁻¹
**Energy above the lowest of the compared OMol25 structures with the same formula, charge and spin**: 20.15 kcal/mol
**E**: -66417.7098 eV
**Kohn-Sham gap**: 6.7 eV
**E_HOMO**: -3.901 eV